C49H59BBrN2O3PSSiV as an isolated structure, computed with the ωB97M-V functional and the def2-TZVPD basis.

Atoms and positions in Å:
V: -0.1382 -0.2839 0.0863
O: 1.1889 -1.1339 1.3653
S: 2.0519 0.1029 1.4167
O: 2.0301 0.7914 2.6579
O: 1.6081 0.8701 0.2122
C: 3.5982 -0.5205 0.9404
C: 4.7725 -0.3538 1.6478
C: 5.9320 -0.8956 1.1148
C: 5.8851 -1.5748 -0.0951
C: 4.6925 -1.7286 -0.7911
C: 3.5168 -1.1989 -0.2787
P: 1.9138 -1.4470 -1.2173
C: 2.4566 -0.7765 -2.8260
C: 2.0854 -1.3302 -4.0475
C: 2.6485 -0.8624 -5.2253
C: 3.5294 0.2072 -5.2023
C: 3.8394 0.8206 -3.9968
C: 3.3173 0.3259 -2.8141
C: 1.9849 -3.2727 -1.2744
C: 2.5395 -3.9952 -2.3312
C: 2.6678 -5.3729 -2.2404
C: 2.2595 -6.0416 -1.0955
C: 1.7203 -5.3261 -0.0375
C: 1.5750 -3.9510 -0.1274
H: 4.7655 0.1828 2.5873
H: 6.8700 -0.7848 1.6410
H: 6.7942 -1.9921 -0.5081
H: 4.6870 -2.2553 -1.7368
H: 1.3714 -2.1381 -4.0818
H: 2.3932 -1.3375 -6.1630
H: 3.9677 0.5647 -6.1248
H: 4.4994 1.6780 -3.9759
H: 3.5910 0.7915 -1.8768
H: 2.8963 -3.4934 -3.2184
H: 3.0982 -5.9213 -3.0681
H: 2.3676 -7.1162 -1.0307
H: 1.4041 -5.8392 0.8614
H: 1.1523 -3.4073 0.7071
Br: -1.1970 1.7267 0.4803
C: -3.0343 -1.6438 5.1840
Si: -1.3865 -1.3890 4.3629
C: -0.6488 0.2670 4.7971
C: -0.2199 -2.8007 4.7197
C: -1.5244 -1.3288 2.4942
C: -1.2799 -1.1767 1.3001
H: -2.9003 -1.5989 6.2681
H: -3.4618 -2.6125 4.9325
H: -3.7448 -0.8683 4.8971
H: -0.3113 0.2774 5.8355
H: -1.3853 1.0637 4.6727
H: 0.2082 0.4916 4.1584
H: -0.1136 -2.9252 5.7998
H: 0.7684 -2.6011 4.3011
H: -0.5886 -3.7405 4.3046
C: -3.8833 -4.5054 -2.0691
C: -3.0610 -3.8992 -0.9295
C: -2.3755 -4.9898 -0.1113
C: -3.9292 -3.0132 -0.0658
C: -4.8395 -3.6129 0.7965
C: -5.7063 -2.8552 1.5622
C: -5.6768 -1.4753 1.4734
C: -4.7836 -0.8319 0.6288
C: -4.7744 0.6829 0.5719
C: -4.5565 1.2832 1.9655
C: -6.0651 1.2266 -0.0479
C: -3.9025 -1.6142 -0.1243
N: -3.0893 -0.9569 -1.1108
B: -1.6778 -0.6834 -1.3952
N: -1.6830 -0.2755 -2.7835
C: -3.0010 -0.1863 -3.2059
C: -3.8234 -0.5892 -2.2291
C: -0.7508 -0.2348 -3.8940
C: -0.1161 0.9414 -4.3130
C: 0.5711 0.9080 -5.5245
C: 0.6144 -0.2319 -6.3074
C: -0.0255 -1.3802 -5.8803
C: -0.7244 -1.4030 -4.6798
C: -1.5309 -2.6491 -4.3260
C: -0.7039 -3.9371 -4.2942
C: -2.6859 -2.8187 -5.3228
C: -0.1290 2.2591 -3.5598
C: 0.7974 2.1685 -2.3448
C: -1.5177 2.7947 -3.1943
H: -3.2496 -5.1127 -2.7197
H: -4.3478 -3.7242 -2.6745
H: -4.6754 -5.1452 -1.6748
H: -2.2774 -3.2852 -1.3767
H: -3.0888 -5.7427 0.2304
H: -1.8819 -4.5616 0.7625
H: -1.6256 -5.4957 -0.7177
H: -4.8797 -4.6936 0.8575
H: -6.4187 -3.3431 2.2154
H: -6.3727 -0.8899 2.0622
H: -3.9384 0.9989 -0.0526
H: -5.4267 1.1259 2.6059
H: -4.3909 2.3593 1.8883
H: -3.6827 0.8376 2.4471
H: -6.9325 0.9398 0.5501
H: -6.2182 0.8460 -1.0587
H: -6.0311 2.3163 -0.0931
H: -3.2417 0.1465 -4.2009
H: -4.8958 -0.6842 -2.2494
H: 1.0577 1.8117 -5.8713
H: 1.1405 -0.2192 -7.2538
H: -0.0127 -2.2628 -6.5092
H: -1.9572 -2.5165 -3.3323
H: -0.1601 -4.0946 -5.2279
H: -1.3684 -4.7919 -4.1572
H: 0.0108 -3.9512 -3.4693
H: -2.2990 -2.9989 -6.3279
H: -3.3221 -1.9349 -5.3610
H: -3.3062 -3.6709 -5.0403
H: 0.3105 2.9891 -4.2428
H: 0.5981 1.2531 -1.7847
H: 0.6571 3.0155 -1.6722
H: 1.8429 2.1376 -2.6554
H: -1.9539 2.2709 -2.3452
H: -2.2032 2.7141 -4.0393
H: -1.4366 3.8496 -2.9269

Computed properties:
HOMO level = -0.386 Ha
Calculated total energy = -6809.4997 a.u.
Net charge = +1
Relative energy (zero: lowest compared OMol25 entry of this formula, charge and spin) = 49.00 kcal per mole
Maximum force = 1.4 eV/Å

Results of the Löwdin charge analysis, in e, for atoms 1 through 5: 0.5015, -0.4498, 0.5427, -0.2129, -0.4720


A 12-piece molecular cluster, C49H59BrI2O35 overall, computed with the ωB97M-V functional and the def2-TZVPD basis.

Atoms and positions in Å:
C: -1.6154 3.2114 1.3161
C: -0.7725 1.9552 1.8435
I: 0.7624 1.6017 0.2945
C: -1.6758 0.6813 2.0974
I: -2.5317 0.5914 4.0809
C: -0.8076 -0.6017 1.8190
C: 0.3160 -0.9976 2.6717
C: 1.1169 -2.1936 2.3788
C: 0.7669 -2.9690 1.1918
C: -0.3546 -2.5415 0.3308
C: -1.1627 -1.3805 0.6380
C: -0.6281 -3.4138 -0.9385
O: -1.7487 -3.6294 -1.3305
C: 0.6651 -4.0029 -1.6033
C: 0.8775 -4.1370 -3.1493
C: -0.4412 -4.2211 -4.0032
C: -1.1584 -2.8317 -4.2110
Br: -0.3197 -1.7137 -5.5992
C: 1.6934 -4.3998 -0.8029
C: 1.5570 -4.2411 0.7496
O: 1.9981 -5.0577 1.5238
H: -1.4985 4.0650 2.0369
H: -1.1921 3.5751 0.3503
H: -2.6894 2.9509 1.1316
H: -0.1901 2.2908 2.7393
H: -2.4944 0.7016 1.3310
H: 0.6018 -0.3806 3.5593
H: 1.9834 -2.4928 3.0173
H: -2.0074 -1.1343 -0.0427
H: 1.4160 -3.1998 -3.4834
H: 1.5789 -4.9913 -3.3165
H: -0.1343 -4.5956 -5.0226
H: -1.1572 -4.9644 -3.5536
H: -2.2247 -3.0448 -4.4965
H: -1.1919 -2.2235 -3.2748
H: 2.6486 -4.7963 -1.2132
O: -0.3311 5.8371 0.0026
C: 0.3139 5.7880 -1.0013
O: 0.1030 6.5850 -2.0802
C: 1.2004 6.3919 -2.9728
C: 1.6980 5.0269 -2.5923
O: 1.3424 4.9338 -1.2100
H: 0.8732 6.4433 -4.0100
H: 1.9407 7.1745 -2.7968
H: 1.1917 4.2281 -3.1409
H: 2.7652 4.9201 -2.7238
O: -4.5197 10.6479 -1.5417
C: -4.0590 9.6050 -1.1938
O: -3.6919 9.3159 0.0832
C: -3.4080 7.9172 0.1379
C: -3.0721 7.5912 -1.2874
O: -3.8314 8.5529 -2.0221
H: -2.5825 7.7129 0.8182
H: -4.2975 7.3892 0.4907
H: -2.0132 7.7321 -1.5105
H: -3.3597 6.5768 -1.5616
O: -4.1682 3.9457 -0.8209
C: -4.8590 3.0052 -0.5788
O: -4.8373 1.8366 -1.2702
C: -5.6263 0.8964 -0.5381
C: -6.5430 1.7785 0.2588
O: -5.7689 2.9652 0.4294
H: -6.1650 0.2352 -1.2090
H: -4.9649 0.2980 0.0950
H: -7.4595 2.0275 -0.2816
H: -6.8080 1.3448 1.2218
O: 3.8928 6.0581 -3.8831
C: 4.5417 7.0574 -3.8384
O: 5.8130 7.1266 -3.3661
C: 6.3153 8.4216 -3.6876
C: 5.0618 9.2391 -3.8292
O: 4.1019 8.2736 -4.2519
H: 6.9696 8.7914 -2.8995
H: 6.8827 8.3590 -4.6197
H: 4.7340 9.6718 -2.8808
H: 5.1624 10.0358 -4.5649
O: 4.6614 -1.4581 5.3672
C: 4.8558 -2.3906 4.6525
O: 6.0021 -2.5970 3.9499
C: 5.9324 -3.9161 3.4051
C: 4.4631 -4.1827 3.3583
O: 3.9555 -3.3896 4.4312
H: 6.3935 -3.9563 2.4207
H: 6.4601 -4.6015 4.0725
H: 4.0080 -3.8455 2.4252
H: 4.2276 -5.2342 3.5067
O: 2.5663 1.0168 -2.6789
C: 2.9914 0.3917 -3.5992
O: 2.9482 -0.9655 -3.6932
C: 3.3414 -1.3109 -5.0214
C: 4.1577 -0.1234 -5.4477
O: 3.5845 0.9423 -4.6893
H: 3.9153 -2.2372 -5.0289
H: 2.4445 -1.4446 -5.6312
H: 5.2092 -0.2213 -5.1793
H: 4.0820 0.0732 -6.5098
O: -4.5185 1.4752 7.6867
C: -3.4287 1.1349 8.0189
O: -2.2773 1.7301 7.6047
C: -1.2162 1.1912 8.3885
C: -1.7663 -0.1364 8.8293
O: -3.1711 0.0977 8.8613
H: -0.3077 1.0915 7.7956
H: -1.0203 1.8637 9.2274
H: -1.5570 -0.9353 8.1131
H: -1.3997 -0.4362 9.8104
O: -7.1642 -1.4828 -0.2155
C: -7.2473 -1.8939 0.9029
O: -7.7665 -1.1870 1.9397
C: -7.9002 -2.0858 3.0423
C: -6.8881 -3.1469 2.7275
O: -6.8344 -3.1211 1.2999
H: -7.6966 -1.5788 3.9845
H: -8.9210 -2.4735 3.0614
H: -5.8954 -2.9098 3.1221
H: -7.1907 -4.1305 3.0907
O: 6.7890 -6.4913 1.7240
C: 5.8699 -7.1497 1.3416
O: 5.9884 -8.3959 0.8121
C: 4.6729 -8.9340 0.6945
C: 3.8152 -7.7024 0.6351
O: 4.5666 -6.7514 1.3777
H: 4.5829 -9.5507 -0.1988
H: 4.4627 -9.5497 1.5727
H: 3.6848 -7.3310 -0.3845
H: 2.8349 -7.8559 1.0833
O: -8.6812 -5.0432 3.8583
C: -8.2080 -6.0833 4.2034
O: -7.8284 -6.3675 5.4749
C: -7.5328 -7.7611 5.5280
C: -7.2065 -8.0860 4.0973
O: -7.9793 -7.1316 3.3733
H: -6.7002 -7.9567 6.2023
H: -8.4147 -8.2957 5.8892
H: -6.1497 -7.9356 3.8635
H: -7.4876 -9.1021 3.8240
O: 5.9936 0.4151 -7.2097
C: 6.6370 1.4166 -7.1530
O: 7.9038 1.4881 -6.6683
C: 8.4029 2.7868 -6.9765
C: 7.1466 3.5995 -7.1242
O: 6.1955 2.6334 -7.5622
H: 9.0482 3.1543 -6.1798
H: 8.9792 2.7330 -7.9035
H: 6.8078 4.0243 -6.1757
H: 7.2504 4.4016 -7.8538

Computed properties:
HOMO level = -0.304 Ha
SMILES = C[C@H](I)[C@H](I)c1ccc2c(c1)C(=O)C(CCCBr)=CC2=O.O=C1OCCO1.O=C1OCCO1.O=C1OCCO1.O=C1OCCO1.O=C1OCCO1.O=C1OCCO1.O=C1OCCO1.O=C1OCCO1.O=C1OCCO1.O=C1OCCO1.O=C1OCCO1
Calculated total energy = -7705.4101 a.u.
Maximum force = 2.6 eV/Å

Results of the Löwdin charge analysis, in e, for atoms 1 through 5: -0.1601, -0.7079, 0.9550, -0.7414, 0.8681


Question: Which of these has the highest HOMO level?
Answer: C49H59BrI2O35